{
  "formula": "C32H74B3F12N9O5",
  "method": "the ωB97M-V functional and the def2-TZVPD basis",
  "elements": ["C", "C", "N", "C", "C", "C", "C", "C", "O", "C", "H", "H", "H", "H", "H", "H", "H", "H", "H", "H", "H", "H", "H", "H", "H", "H", "H", "H", "H", "H", "C", "C", "N", "C", "C", "N", "C", "C", "H", "H", "H", "H", "H", "H", "H", "H", "H", "H", "H", "C", "C", "N", "C", "C", "N", "C", "C", "H", "H", "H", "H", "H", "H", "H", "H", "H", "H", "H", "C", "C", "O", "N", "H", "H", "C", "H", "H", "H", "H", "H", "H", "C", "C", "O", "N", "H", "H", "C", "H", "H", "H", "H", "H", "H", "C", "C", "O", "N", "H", "H", "C", "H", "H", "H", "H", "H", "H", "C", "C", "O", "N", "H", "H", "C", "H", "H", "H", "H", "H", "H", "B", "F", "F", "F", "F", "B", "F", "F", "F", "F", "B", "F", "F", "F", "F"],
  "coordinates": [[-6.401, -0.051, 4.386], [-5.036, 0.030, 3.709], [-4.516, 1.444, 3.513], [-5.410, 2.145, 2.544], [-4.599, 2.168, 4.839], [-3.801, 1.450, 5.936], [-3.201, 1.323, 2.910], [-2.378, 2.568, 2.984], [-2.872, 3.495, 1.961], [-1.939, 4.625, 1.890], [-6.295, -0.114, 5.490], [-6.956, -0.880, 4.047], [-7.067, 0.791, 4.310], [-5.131, -0.336, 2.715], [-4.274, -0.581, 4.199], [-5.555, 1.447, 1.698], [-4.925, 3.056, 2.273], [-6.303, 2.444, 3.069], [-5.655, 2.222, 5.124], [-4.202, 3.163, 4.692], [-2.713, 1.516, 5.723], [-3.924, 0.402, 6.067], [-3.926, 1.882, 6.940], [-3.335, 1.030, 1.855], [-2.612, 0.547, 3.350], [-1.316, 2.363, 2.791], [-2.609, 3.029, 3.925], [-2.326, 5.366, 1.202], [-0.967, 4.427, 1.457], [-1.855, 5.164, 2.861], [-8.082, 0.256, -4.210], [-7.243, -0.590, -3.293], [-6.477, 0.324, -2.511], [-6.974, 1.249, -1.674], [-5.959, 2.024, -1.263], [-4.811, 1.549, -1.897], [-5.161, 0.508, -2.627], [-3.485, 2.178, -1.838], [-7.453, 1.059, -4.667], [-8.820, 0.796, -3.605], [-8.651, -0.142, -5.041], [-6.599, -1.244, -3.850], [-7.878, -1.262, -2.713], [-8.083, 1.187, -1.524], [-6.032, 2.963, -0.705], [-4.477, -0.119, -3.151], [-3.593, 3.213, -2.058], [-2.815, 1.708, -2.609], [-3.062, 2.085, -0.846], [4.872, -2.527, 5.688], [4.214, -3.502, 6.640], [4.536, -3.059, 8.045], [4.209, -1.825, 8.600], [4.563, -1.912, 9.881], [5.115, -3.086, 10.108], [5.024, -3.824, 9.000], [5.557, -3.584, 11.419], [4.282, -1.631, 5.541], [5.059, -2.818, 4.662], [5.863, -2.247, 6.118], [4.651, -4.482, 6.489], [3.125, -3.663, 6.557], [3.800, -1.015, 7.982], [4.469, -1.089, 10.586], [5.262, -4.840, 8.893], [5.700, -2.726, 12.013], [6.518, -4.040, 11.314], [4.811, -4.232, 11.809], [-2.399, -1.385, -8.960], [-2.049, -1.245, -7.525], [-2.748, -1.287, -6.622], [-0.530, -1.089, -7.157], [-0.511, -0.329, -6.523], [-0.202, -1.879, -6.524], [0.518, -0.880, -8.235], [-1.697, -1.930, -9.574], [-2.517, -0.423, -9.486], [-3.350, -1.882, -8.932], [1.518, -0.805, -7.749], [0.272, -0.016, -8.783], [0.513, -1.759, -8.826], [-1.274, -4.444, -0.262], [-0.118, -3.581, -0.513], [1.037, -3.707, -0.421], [-0.547, -2.268, -1.141], [-1.342, -1.778, -0.665], [0.230, -1.601, -1.005], [-0.952, -2.377, -2.608], [-1.635, -4.926, -1.149], [-2.102, -3.865, 0.101], [-0.969, -5.249, 0.425], [-0.176, -2.695, -3.186], [-1.241, -1.410, -2.871], [-1.861, -2.983, -2.648], [5.260, -0.166, -3.269], [5.250, -0.333, -1.787], [6.019, -0.029, -0.946], [3.920, -1.018, -1.273], [3.605, -0.495, -0.519], [3.189, -0.900, -1.975], [4.172, -2.484, -0.824], [5.000, -1.007, -3.897], [6.225, 0.225, -3.576], [4.476, 0.543, -3.566], [3.204, -2.963, -0.661], [4.746, -2.473, 0.087], [4.643, -2.989, -1.673], [9.762, 4.567, -5.305], [8.519, 4.045, -4.730], [7.988, 3.044, -4.993], [7.863, 5.077, -3.675], [8.458, 5.894, -3.674], [6.863, 5.319, -3.952], [8.008, 4.548, -2.275], [10.216, 3.773, -5.876], [10.484, 4.922, -4.584], [9.514, 5.331, -6.026], [9.042, 4.466, -1.948], [7.550, 3.545, -2.219], [7.468, 5.213, -1.672], [1.558, -0.772, -4.898], [0.310, -0.150, -4.516], [1.181, -2.047, -5.546], [2.223, 0.041, -5.793], [2.371, -0.998, -3.723], [1.656, 0.316, 0.212], [0.461, 0.352, 0.922], [2.131, 1.534, -0.231], [2.665, -0.386, 0.944], [1.454, -0.427, -1.018], [-3.478, -1.008, -0.065], [-2.378, -0.094, -0.328], [-2.941, -1.988, 0.722], [-4.539, -0.375, 0.527], [-3.861, -1.640, -1.286]],
  "forces_ev_per_a": [[0.869, 0.696, 1.989], [-0.791, 0.103, -0.004], [-1.611, -0.612, 1.168], [-0.186, -0.499, 0.000], [0.351, -0.818, 0.896], [1.592, 0.987, 0.062], [1.549, 0.062, -1.445], [-0.792, 1.001, -1.747], [2.025, 0.563, 0.524], [-1.129, 0.612, 0.242], [0.066, -0.358, -0.572], [-0.421, -1.146, -0.384], [-0.054, 0.574, -0.718], [0.094, -0.422, -0.833], [-0.176, 0.350, 0.080], [-0.153, 0.685, 0.387], [0.441, 0.442, -0.518], [-0.528, -0.374, -0.112], [0.312, 0.074, -0.324], [-0.301, 0.243, 0.034], [-0.458, 0.267, 0.075], [-0.826, -0.872, -0.174], [-0.232, 0.196, -0.535], [-0.036, 0.105, 0.466], [-0.005, -0.699, 0.644], [-0.296, -0.023, 0.358], [0.979, 0.382, 0.640], [-0.655, -0.040, -0.118], [0.345, -0.879, 0.335], [0.076, -0.669, -0.409], [-0.370, 2.094, -0.586], [-1.279, -1.120, -1.123], [1.958, -0.841, 0.047], [-2.573, -0.227, 0.442], [0.308, 1.201, 0.189], [-0.427, 0.687, 0.484], [-0.196, -0.036, 0.151], [0.576, -1.023, -0.561], [-0.296, -0.599, 0.293], [0.014, -0.043, -0.140], [0.162, -0.893, 0.130], [0.650, -0.146, -0.161], [0.197, 0.285, 0.445], [1.468, 0.673, 0.268], [0.448, -0.655, -0.187], [0.128, -0.199, -0.336], [-0.169, 0.848, -0.345], [-0.708, 0.391, 0.934], [0.074, -0.265, 0.052], [0.634, 1.049, 0.115], [0.180, -0.267, 0.339], [-1.211, -0.031, -0.997], [-0.362, -0.213, -2.262], [-0.588, 3.516, 0.762], [0.423, -2.686, 0.771], [0.160, 1.043, 0.023], [0.176, 0.306, -1.093], [-0.099, 0.392, 0.391], [-0.112, -0.900, 0.022], [-0.708, -0.093, -0.398], [0.204, -0.217, 0.335], [0.460, 0.532, -0.018], [0.254, -0.564, 0.604], [0.233, -0.586, 0.140], [0.475, -1.060, -0.006], [-0.030, 0.878, 0.968], [0.424, -0.571, -0.085], [-0.449, -0.577, 0.504], [-0.010, 0.508, -0.444], [3.386, -0.114, -3.013], [-2.564, 0.015, 3.317], [0.220, -1.299, -1.011], [0.100, 1.307, 1.087], [-0.353, 0.690, -0.723], [0.396, -0.702, 1.841], [0.288, -0.341, 0.189], [-0.024, -0.076, 0.504], [-0.490, -0.211, -0.347], [-0.953, 0.148, -0.282], [-0.188, 0.982, -0.698], [0.002, -0.693, -0.800], [0.453, -1.216, 1.175], [-1.990, 1.286, -1.351], [1.874, -0.811, 0.642], [-0.864, 0.861, -0.131], [0.469, -0.698, -0.039], [0.328, 0.065, -0.451], [-2.015, -0.144, 2.831], [0.091, -0.203, -0.808], [-0.311, 0.223, 0.465], [-0.292, 0.345, -0.143], [2.116, -1.066, -1.447], [-0.262, 1.623, -0.614], [0.377, -0.198, -0.085], [0.187, 0.879, -0.233], [-1.601, -1.097, 0.137], [0.286, 0.168, -0.256], [2.524, -1.595, -2.199], [-0.499, 1.098, 2.379], [-0.145, -0.577, -0.323], [-0.983, 0.953, -1.258], [0.049, -0.703, 0.431], [0.090, 0.027, 0.007], [0.093, 0.153, 0.338], [0.135, 0.328, 0.074], [0.332, 0.090, 0.026], [0.208, 0.087, 0.399], [0.490, -0.188, -0.268], [0.354, 0.778, -0.181], [-1.136, -0.494, 0.619], [-0.129, -0.851, -0.441], [-0.215, 0.690, -0.509], [1.551, -0.414, 0.573], [-0.640, -1.686, -0.538], [0.140, -0.324, -0.079], [0.068, 0.332, 0.286], [-0.064, 0.620, -0.110], [0.095, 0.268, -0.408], [0.169, 0.517, -0.106], [-0.588, 0.833, 1.148], [-0.461, -0.069, 0.823], [0.836, -0.575, -0.321], [0.717, 0.816, 0.986], [-0.033, -0.310, 0.099], [-0.857, -0.156, -1.169], [-0.311, 0.049, 0.026], [0.455, 0.047, -0.187], [0.095, 0.258, 0.488], [-0.416, 0.316, -0.027], [-0.527, -0.464, 0.121], [0.822, -0.126, -1.234], [-0.856, -0.297, -0.143], [0.334, -0.809, 1.086], [-0.506, 0.533, 0.094], [0.071, 0.595, 0.067]],
  "molar_mass_da": 925.4,
  "total_energy_ha": -3405.11460,
  "gap_ev": 9.9,
  "total_charge": 4
}